(1)
The following is a quantum chemistry calculation of C16H28F6HgN2O4S2Si3 as an isolated structure, from the Open Molecules 2025 dataset.

Computed properties:
Charge = -1
Lowest unoccupied orbital energy (alpha / beta) = 2.51 / 1.36 eV
Kohn-Sham gap (alpha / beta) = 8.05 / 6.90 eV
2S+1 = 2
E_tot = -3454.51203 Eh
Relative energy (zero: lowest compared OMol25 entry of this formula, charge and spin) = 0.0 kJ/mol

Cartesian coordinates (Å):
Hg -0.33627 -0.41191 -0.95769
C -0.87019 -2.43979 1.75346
Si 0.08215 -0.84374 2.09410
C -0.23072 -0.30891 3.93779
C 1.92385 -1.21003 1.79273
C -0.47634 0.56976 0.89500
Si -2.30306 1.07252 1.05908
C -2.45638 2.63684 2.11669
C -3.49520 -0.24945 1.78078
C -3.04881 1.42447 -0.64143
Si 0.62382 2.12097 0.74488
C -0.08739 3.31690 -0.53282
C 1.13850 2.98645 2.31921
C 2.24149 1.57967 -0.10572
C 3.52495 1.95489 0.33905
C 4.64731 1.34565 -0.22197
C 4.43705 0.42896 -1.24123
C 3.16084 0.18910 -1.69457
N 2.11943 0.75767 -1.12822
H -1.19398 -2.55975 0.66764
H -1.64498 -2.54123 2.48489
H -0.18218 -3.23834 1.91234
H 0.00439 -1.22829 4.51734
H -1.24943 -0.01275 4.15593
H 0.40546 0.50506 4.21330
H 2.27518 -2.10541 2.40052
H 2.53940 -0.34337 2.10324
H 2.01900 -1.44212 0.72748
H -2.10491 2.39266 3.13163
H -3.44634 3.11152 2.16853
H -1.78694 3.41070 1.76197
H -3.41293 -0.42296 2.87035
H -3.38246 -1.17773 1.19041
H -4.52120 0.09888 1.60877
H -2.29632 1.81886 -1.27387
H -3.89234 2.10472 -0.67494
H -3.50559 0.57638 -1.15733
H -1.14305 3.62403 -0.28709
H -0.10832 2.76284 -1.45244
H 0.33929 4.29512 -0.65349
H 0.29717 3.44464 2.88254
H 1.72004 3.78591 1.95429
H 1.76162 2.31297 2.92484
H 3.71459 2.70969 1.13057
H 5.64893 1.53706 0.10321
H 5.24065 -0.09809 -1.67188
H 2.94142 -0.46010 -2.54729
F -2.40571 -1.28496 -4.28236
C -1.37093 -1.23137 -5.14049
F -1.05870 -2.48344 -5.40545
F -1.79256 -0.65172 -6.27378
S 0.09944 -0.26645 -4.44835
O -0.59834 0.59736 -3.48511
O 0.62511 0.41727 -5.60352
N 1.07324 -1.30448 -3.89178
S 0.70973 -2.50691 -2.78511
O -0.76433 -2.19645 -2.39717
O 1.48036 -2.22028 -1.56148
C -0.43091 -5.88097 -0.74371
F 0.80416 -6.38355 -0.75097
F -1.26193 -6.75330 -1.26882
F -0.73983 -5.63169 0.53749

(2)
The following is a quantum chemistry calculation of C13H24F3LiN3O3Ta as an isolated structure, from the Open Molecules 2025 dataset.

Computed properties:
Charge = +2
Lowest unoccupied orbital energy = -8.91 eV
Kohn-Sham gap = 8.38 eV
E_tot = -1263.40311 Eh
Relative energy (zero: lowest compared OMol25 entry of this formula, charge and spin) = 122.3 kJ/mol

Cartesian coordinates (Å):
N 1.66513 -0.32258 0.70617
C 2.79443 -0.76606 0.72272
O 3.78777 -1.24358 0.25518
Li 1.87372 -0.64623 -1.32971
Ta -0.30369 -0.01843 0.40876
N -0.46575 -1.55038 -0.85405
N -0.23078 1.61557 -0.60184
C -0.35370 -3.00020 -0.44998
C 0.39785 2.94554 -0.67929
C 0.81776 -3.57168 -1.23899
C -1.66552 -3.70696 -0.78590
C -0.09989 -3.16625 1.04093
C 0.05957 3.52848 -2.03966
C -0.14290 3.82709 0.44099
C 1.89231 2.76935 -0.49718
H 0.70539 -3.40750 -2.31479
H 0.88816 -4.65106 -1.06755
H 1.77140 -3.12159 -0.92554
H -2.51569 -3.21567 -0.30420
H -1.64836 -4.74851 -0.43334
H -1.85910 -3.73662 -1.86217
H 0.81109 -2.66687 1.39283
H 0.04558 -4.23799 1.25378
H -0.94131 -2.84171 1.66441
H 0.34626 2.82228 -2.82159
H 0.59005 4.47042 -2.20292
H -1.01467 3.71268 -2.13029
H -1.22122 3.97510 0.36333
H 0.33279 4.81332 0.41153
H 0.05955 3.38028 1.41572
H 2.12337 2.28014 0.45217
H 2.38029 3.75663 -0.51011
H 2.33227 2.17940 -1.31271
C -1.75526 1.56314 -0.72440
H -2.18248 0.65987 -0.18585
H -2.21434 2.44520 -0.26390
H -2.08051 1.49955 -1.76978
C -0.93568 -1.33475 -2.25873
H -2.03253 -1.45747 -2.35383
H -0.66324 -0.32977 -2.61627
H -0.44319 -2.05976 -2.93740
F 0.61098 1.32863 5.18058
C -0.13823 0.46579 4.48053
F 0.27067 -0.79662 4.77991
F -1.43289 0.60390 4.84862
C -0.04448 0.65628 2.95350
O 0.66243 1.48280 2.37257
O -0.83342 -0.18319 2.32777

Q: Which value of E_tot does entry 2 give?
A: -1263.40311 Eh